# 1
Here is a single C4H5NO molecule at a distorted geometry from the Open Molecules 2025 dataset. Energies are from the ωB97M-V functional and the def2-TZVPD basis.

Each line ends with the Löwdin charge.
Positions of all 11 atoms, in Å:
O 0.969 -0.564 -1.528  0.007
N 1.261 0.123 0.653  0.044
C 0.402 1.275 0.763  -0.064
C -0.430 0.411 0.360  -0.081
C 1.689 -0.379 -0.567  -0.363
C -1.576 -0.428 -0.013  -0.037
H -2.497 0.169 -0.050  0.091
H -1.718 -1.223 0.726  0.093
H 2.727 -0.752 -0.548  0.122
H -1.404 -0.872 -0.997  0.081
H 0.577 2.240 1.201  0.107

## Properties
SMILES	CC1=CN1C=O
lowest unoccupied orbital energy	0.92	eV
HOMO	-8.99	eV
gap between HOMO and LUMO	9.91	eV
relative energy (zero: lowest compared OMol25 entry of this formula, charge and spin)	358.50	kJ/mol
total charge	0

---

# 2
Here is a molecular structure, C20H15F3N2O5PtS from the Open Molecules 2025 dataset. Energies are from the ωB97M-V functional and the def2-TZVPD basis.

Each line ends with the Löwdin charge.
Positions of all 47 atoms, in Å:
Pt 0.084 -1.546 1.357  0.836
S -1.212 -2.259 -0.435  0.522
F -4.580 6.657 2.347  0.110
F -4.892 6.498 0.210  0.114
F -3.090 7.409 0.984  0.112
O 3.947 -3.287 -0.575  -0.072
O 3.330 -1.943 1.123  -0.099
O 2.218 -4.485 3.318  -0.029
O 1.610 -1.356 -6.521  0.064
O 3.401 -0.977 -5.294  0.087
N 1.122 -3.311 1.649  -0.173
N 1.356 -1.123 2.927  -0.127
C 1.573 -3.522 2.882  -0.592
C -3.285 5.052 1.180  -0.162
C -2.403 4.746 2.214  -0.036
C 3.215 -2.958 0.377  -0.705
C 1.324 -1.472 -4.156  -0.165
C -3.502 4.123 0.170  -0.028
C -1.311 1.312 1.256  -0.155
C -1.754 3.530 2.238  -0.032
C -3.956 6.380 1.174  -0.576
C -0.034 -1.788 -4.247  -0.041
C 2.079 -1.276 -5.410  -0.496
C 1.131 -1.546 -1.742  -0.106
C 1.942 -3.856 0.590  -0.165
C 1.884 -1.358 -2.880  -0.015
C -0.769 0.216 1.287  -0.279
C -2.853 2.902 0.195  -0.022
C -1.963 2.568 1.230  -0.260
C -0.227 -1.890 -1.828  -0.659
C -0.790 -1.995 -3.113  -0.130
C 1.356 -2.312 3.802  -0.166
H -2.229 5.469 3.003  0.114
H 2.937 -1.143 -2.718  0.113
H -1.840 -2.246 -3.199  0.087
H 2.182 -2.299 4.514  0.108
H -0.477 -1.873 -5.231  0.108
H -4.183 4.354 -0.638  0.110
H 3.643 -0.976 -4.359  0.079
H 0.410 -2.360 4.343  0.102
H 1.380 -3.888 -0.345  0.083
H -1.069 3.293 3.041  0.109
H 1.174 -0.257 3.419  0.085
H 1.607 -1.430 -0.780  0.067
H 2.287 -4.864 0.826  0.104
H 2.242 -1.088 2.402  0.063
H -3.020 2.176 -0.589  0.117

## Properties
lowest unoccupied orbital energy	4.11	eV
HOMO	-1.83	eV
gap between HOMO and LUMO	5.94	eV
total charge	-2